(1)
# C3H12N2O3

3 unconnected molecules or ions with the total composition C3H12N2O3 in a non-equilibrium geometry (ωB97M-V with the def2-TZVPD basis set, the OMol25 dataset).

The geometry in ORCA input format:
```
! RIJCOSX wB97M-V def2-TZVPD def2/J DEFGRID3
* xyz 0 1
O 0.35 -0.44 1.51
C -0.90 -0.47 1.37
N -1.41 -0.17 0.14
C -0.73 0.13 -1.28
N 0.65 -0.41 -1.19
C -1.92 -0.76 2.33
H -2.39 -0.10 0.08
H -1.17 -0.51 -2.09
H -0.76 1.16 -1.72
H 0.89 -1.35 -1.13
H 1.09 0.04 -0.26
H -2.20 -1.82 2.33
H -1.66 -0.55 3.40
H -2.92 -0.33 2.31
H 2.23 1.05 -2.37
H 0.80 0.87 -2.78
O 1.58 1.23 -3.10
H 2.05 0.76 0.93
H 3.53 0.57 0.95
O 2.87 1.11 0.56
*
```

Properties
Kohn-Sham gap   9.76 eV
Energy relative to the best compared isomer or geometry (same formula, charge and spin)   236.1 kJ/mol
LUMO energy   0.49 eV
SMILES   CC(=O)NCN.O.O
E_HOMO   -9.3 eV

Atomic partial charges in e from the natural (NBO) method, atoms 1 to 4: -0.675, 0.668, -0.619, -0.059

***

(2)
# C6H12O

A single C6H12O molecule (ωB97M-V with the def2-TZVPD basis set, the OMol25 dataset).

The geometry in ORCA input format:
```
! RIJCOSX wB97M-V def2-TZVPD def2/J DEFGRID3
* xyz 0 1
C -0.13 0.40 -2.42
C 0.53 -0.33 -1.25
C 0.83 0.61 -0.09
C 1.18 -0.10 1.22
O 0.47 -1.36 1.38
C -0.82 -1.52 1.58
C -1.62 -0.25 1.76
H 0.52 1.19 -2.82
H -0.37 -0.29 -3.24
H -1.06 0.87 -2.10
H 1.44 -0.84 -1.58
H -0.02 1.27 0.07
H 1.68 1.26 -0.34
H 0.99 0.53 2.10
H 2.23 -0.41 1.25
H -0.15 -1.12 -0.92
H -1.12 0.72 1.82
H -2.35 -0.23 0.94
H -2.22 -0.41 2.66
*
```

Properties
Kohn-Sham gap   8.98 eV
Energy relative to the best compared isomer or geometry (same formula, charge and spin)   312.6 kJ/mol
LUMO energy   0.95 eV
E_HOMO   -8.0 eV

Atomic partial charges in e from the natural (NBO) method, atoms 1 to 4: -0.601, -0.402, -0.430, -0.094

***

(3)
# C2H3N3O3

A molecular structure, C2H3N3O3 in a non-equilibrium geometry (ωB97M-V with the def2-TZVPD basis set, the OMol25 dataset).

The geometry in ORCA input format:
```
! RIJCOSX wB97M-V def2-TZVPD def2/J DEFGRID3
* xyz 0 1
C -0.02 0.72 1.13
C -0.02 -1.09 -0.23
H 0.65 1.08 3.03
H 0.73 2.41 1.63
H -1.36 0.23 -2.12
N -0.23 1.61 2.01
N -0.35 -0.60 1.08
N 0.50 -0.06 -1.06
O 0.07 -2.29 -0.42
O -0.26 0.13 -2.24
O 0.29 1.14 -0.12
*
```

Properties
Kohn-Sham gap   8.92 eV
Energy relative to the best compared isomer or geometry (same formula, charge and spin)   577.7 kJ/mol
LUMO energy   -1.15 eV
E_HOMO   -10.1 eV

Atomic partial charges in e from the natural (NBO) method, atoms 1 to 4: 0.624, 0.679, 0.419, 0.403

***

(4)
# C4H5N2

2 unconnected molecules or ions with the total composition C4H5N2 in a non-equilibrium geometry (ωB97M-V with the def2-TZVPD basis set, the OMol25 dataset).

The geometry in ORCA input format:
```
! RIJCOSX wB97M-V def2-TZVPD def2/J DEFGRID3
* xyz 1 1
C -0.02 -1.30 -0.61
C 0.25 -0.92 1.48
C -0.43 0.00 -0.36
C -0.11 1.74 -1.48
N 0.40 -1.84 0.53
N -0.19 0.22 0.96
H -0.20 -1.98 -1.49
H 0.32 -1.08 2.62
H 0.01 2.65 -0.97
H 0.53 1.55 -2.31
H -0.58 0.97 1.64
*
```

Properties
Kohn-Sham gap (spin up / spin down)   6.70 / 10.48 eV
Energy relative to the best compared isomer or geometry (same formula, charge and spin)   480.4 kJ/mol
LUMO energy (spin up / spin down)   -8.15 / -5.38 eV
E_HOMO (spin up / spin down)   -14.8 / -15.9 eV

Atomic partial charges in e from the natural (NBO) method, atoms 1 to 4: 0.016, 0.357, 0.297, -0.071

***

(5)
# C3H24NO9S2

9 unconnected molecules or ions with the total composition C3H24NO9S2 (ωB97M-V with the def2-TZVPD basis set, the OMol25 dataset).

The geometry in ORCA input format:
```
! RIJCOSX wB97M-V def2-TZVPD def2/J DEFGRID3
* xyz 1 1
N 0.42 -0.25 -1.66
C -0.03 0.32 -0.36
C -1.55 0.54 -0.41
O -2.23 -0.12 -1.16
C 0.73 1.61 -0.04
S 1.09 1.80 1.73
S -0.64 2.27 2.64
H 0.31 0.41 -2.42
H 1.42 -0.56 -1.56
H -0.11 -1.13 -1.92
H 0.18 -0.44 0.39
H -1.95 1.29 0.27
H 1.72 1.60 -0.50
H 0.19 2.47 -0.42
H -0.68 3.62 2.60
H 1.20 -2.60 3.78
H 0.31 -1.74 2.85
O 0.96 -2.46 2.86
H -0.23 1.68 -4.97
H 0.76 2.64 -4.28
O 0.14 1.92 -4.11
H 2.30 -2.14 1.81
H 3.84 -2.30 1.61
O 3.07 -1.86 1.26
H 3.39 -1.75 -1.82
H 2.99 -1.36 -0.37
O 2.94 -1.07 -1.31
H -2.24 -1.89 0.91
H -2.63 -0.95 2.06
O -1.92 -1.17 1.46
H -0.96 2.34 -2.80
H -2.40 2.55 -2.23
O -1.48 2.45 -1.98
H -2.03 -4.80 -0.17
H -0.88 -4.06 0.51
O -1.64 -3.93 -0.07
H -1.20 -3.03 -1.54
H -1.86 -1.98 -2.46
O -1.03 -2.45 -2.31
*
```

Properties
Kohn-Sham gap   9.56 eV
Energy relative to the best compared isomer or geometry (same formula, charge and spin)   0.0 kJ/mol
LUMO energy   -2.39 eV
E_HOMO   -11.9 eV

Atomic partial charges in e from the natural (NBO) method, atoms 1 to 4: -0.746, -0.187, 0.505, -0.600

***

(6)
# C4H11NO2

2 unconnected molecules or ions with the total composition C4H11NO2 in a non-equilibrium geometry (ωB97M-V with the def2-TZVPD basis set, the OMol25 dataset).

The geometry in ORCA input format:
```
! RIJCOSX wB97M-V def2-TZVPD def2/J DEFGRID3
* xyz 0 1
C 2.63 0.09 -0.09
N 1.42 0.59 0.23
C 0.21 -0.15 -0.14
C -1.07 0.62 0.20
C -1.16 1.14 1.63
O 2.79 -0.96 -0.69
H 3.50 0.66 0.27
H 1.38 1.59 0.41
H 0.24 -1.07 0.45
H 0.22 -0.36 -1.20
H -1.86 -0.10 -0.01
H -1.19 1.44 -0.50
H -1.78 2.03 1.73
H -1.60 0.41 2.31
H -0.16 1.36 2.01
H -0.67 -2.48 -2.80
H -1.54 -2.74 -1.58
O -1.34 -2.08 -2.24
*
```

Properties
Kohn-Sham gap   10.48 eV
Energy relative to the best compared isomer or geometry (same formula, charge and spin)   61.6 kJ/mol
LUMO energy   0.81 eV
SMILES   CCCNC=O.O
E_HOMO   -9.7 eV

Atomic partial charges in e from the natural (NBO) method, atoms 1 to 4: 0.524, -0.627, -0.216, -0.409

***

(7)
# C35H39BaN6O2Se2

A molecular structure, C35H39BaN6O2Se2 in a non-equilibrium geometry (ωB97M-V with the def2-TZVPD basis set, the OMol25 dataset).

The geometry in ORCA input format:
```
! RIJCOSX wB97M-V def2-TZVPD def2/J DEFGRID3
* xyz -1 1
Ba 0.60 -0.76 -0.60
C 0.69 3.49 -3.06
N -0.45 3.46 -2.17
C -0.64 4.71 -1.43
C -0.51 4.54 0.08
C 0.88 4.06 0.49
N 0.88 3.46 1.82
C 1.12 2.22 1.86
C 1.16 1.38 3.05
C 1.07 1.95 4.33
C 1.11 1.17 5.46
C 1.24 -0.22 5.32
C 1.33 -0.80 4.08
C 1.28 -0.03 2.89
O 1.35 -0.58 1.71
C -1.65 3.01 -2.87
C -2.78 2.57 -1.94
C -2.34 1.47 -0.97
N -1.79 0.33 -1.69
C -2.60 -0.55 -2.12
C -2.30 -1.75 -2.89
C -3.37 -2.62 -3.12
C -3.25 -3.78 -3.85
C -2.00 -4.09 -4.40
C -0.93 -3.26 -4.20
C -1.02 -2.06 -3.42
O 0.03 -1.31 -3.26
H 0.56 4.21 -3.88
H 0.84 2.50 -3.49
H 1.59 3.76 -2.50
H -1.62 5.14 -1.66
H 0.11 5.45 -1.77
H -1.25 3.82 0.44
H -0.74 5.49 0.58
H 1.57 4.91 0.49
H 1.23 3.34 -0.26
H 1.32 1.71 0.90
H 0.96 3.02 4.39
H 1.03 1.62 6.45
H 1.25 -0.85 6.20
H 1.40 -1.88 3.97
H -1.37 2.16 -3.49
H -2.03 3.80 -3.54
H -3.60 2.20 -2.56
H -3.17 3.42 -1.37
H -3.17 1.18 -0.32
H -1.55 1.87 -0.34
H -3.68 -0.44 -1.90
H -4.33 -2.37 -2.68
H -4.10 -4.44 -3.99
H -1.88 -4.99 -4.98
H 0.04 -3.48 -4.62
C 0.25 -5.11 5.64
C -0.33 -4.30 4.51
C -0.03 -4.60 3.19
C -0.58 -3.87 2.13
C -0.19 -4.26 0.72
C -1.46 -2.81 2.39
Se -2.22 -1.76 0.97
C -1.75 -2.49 3.73
C -2.62 -1.31 4.07
C -1.19 -3.24 4.75
H 1.05 -5.76 5.29
H -0.51 -5.73 6.11
H 0.67 -4.45 6.42
H 0.64 -5.42 2.97
H 0.32 -5.23 0.72
H 0.51 -3.53 0.30
H -1.05 -4.29 0.07
H -2.11 -0.38 3.79
H -2.84 -1.29 5.14
H -3.55 -1.34 3.51
H -1.42 -2.98 5.78
Se 2.84 -1.46 -3.55
N 3.97 -0.59 -4.58
C 4.22 0.58 -4.00
C 5.01 1.63 -4.53
C 5.16 2.74 -3.77
C 4.53 2.82 -2.49
N 3.79 1.90 -1.96
C 3.61 0.77 -2.71
N 2.85 -0.24 -2.27
H 5.47 1.51 -5.50
H 5.76 3.58 -4.11
H 4.67 3.72 -1.89
*
```

Properties
Kohn-Sham gap   4.32 eV
Energy relative to the best compared isomer or geometry (same formula, charge and spin)   90.4 kJ/mol
LUMO energy   0.56 eV
E_HOMO   -3.8 eV

Atomic partial charges in e from the Löwdin method, atoms 1 to 4: 1.707, -0.100, -0.215, -0.208

***

(8)
# C4H13NO2

2 unconnected molecules or ions with the total composition C4H13NO2 in a non-equilibrium geometry (ωB97M-V with the def2-TZVPD basis set, the OMol25 dataset).

The geometry in ORCA input format:
```
! RIJCOSX wB97M-V def2-TZVPD def2/J DEFGRID3
* xyz 0 1
C -0.16 1.13 0.30
N -1.35 0.45 -0.24
C -1.98 1.21 -1.31
C -1.21 -0.95 -0.65
C -0.23 -1.83 0.16
O 1.11 -1.45 -0.15
H -0.60 1.99 0.81
H 0.44 1.49 -0.53
H 0.37 0.58 1.05
H -1.23 1.39 -2.10
H -2.89 0.69 -1.61
H -2.39 2.14 -0.93
H -2.16 -1.50 -0.69
H -0.80 -1.07 -1.67
H -0.43 -1.77 1.22
H -0.45 -2.82 -0.25
H 1.63 -2.15 -0.56
H 2.94 0.36 1.21
H 3.55 1.79 1.34
O 3.05 1.11 1.79
*
```

Properties
Kohn-Sham gap   8.89 eV
Energy relative to the best compared isomer or geometry (same formula, charge and spin)   141.9 kJ/mol
LUMO energy   0.70 eV
SMILES   CN(C)CCO.O
E_HOMO   -8.2 eV

Atomic partial charges in e from the natural (NBO) method, atoms 1 to 4: -0.411, -0.445, -0.414, -0.226

***

(9)
# C10H11BNO3

A gas-phase ion, C10H11BNO3 (charge -1) in a non-equilibrium geometry (ωB97M-V with the def2-TZVPD basis set, the OMol25 dataset).

The geometry in ORCA input format:
```
! RIJCOSX wB97M-V def2-TZVPD def2/J DEFGRID3
* xyz -1 1
B 1.73 0.48 -0.48
C -3.17 -0.03 -0.24
C -3.05 -1.45 -0.57
C -2.06 0.56 0.30
C -1.90 -2.08 -0.46
C -0.72 -0.13 0.48
C -0.64 -1.51 -0.02
C 1.86 -1.99 0.24
C 0.01 0.66 1.53
C 0.52 -2.24 -0.14
C 2.86 1.77 -0.22
N 0.32 0.87 0.24
O 2.35 -0.74 0.32
O 2.49 -2.90 0.77
O 1.44 0.26 -1.86
H -4.04 0.52 -0.45
H -3.94 -1.90 -0.71
H -2.03 1.61 0.45
H -1.89 -3.12 -0.80
H -0.46 1.36 2.13
H 0.68 0.18 2.20
H 0.47 -3.24 -0.54
H 3.53 1.60 -1.02
H 3.35 1.90 0.79
H 2.37 2.76 -0.34
H 1.73 -0.67 -2.18
*
```

Properties
Kohn-Sham gap   7.47 eV
Energy relative to the best compared isomer or geometry (same formula, charge and spin)   0.0 kJ/mol
LUMO energy   3.23 eV
E_HOMO   -4.2 eV

Atomic partial charges in e from the natural (NBO) method, atoms 1 to 4: 0.931, -0.312, -0.201, -0.070

***

(10)
# C34H22B2ClEuF6N5O

A molecular structure, C34H22B2ClEuF6N5O in a non-equilibrium geometry (ωB97M-V with the def2-TZVPD basis set, the OMol25 dataset).

The geometry in ORCA input format:
```
! RIJCOSX wB97M-V def2-TZVPD def2/J DEFGRID3
* xyz -2 8
Eu -0.22 0.22 -0.60
C -1.56 -4.37 -0.24
C -1.09 -3.18 -0.81
N -1.59 -1.99 -0.53
C -2.64 -1.92 0.32
C -3.24 -3.08 0.89
C -2.64 -4.32 0.60
C -4.38 -2.95 1.69
C -4.92 -1.71 1.92
C -4.32 -0.56 1.43
C -3.15 -0.61 0.67
N -2.49 0.46 0.16
C -2.42 1.66 0.79
C -2.66 1.92 2.15
C -2.50 3.19 2.68
C -2.13 4.27 1.91
C -1.83 4.07 0.55
C -1.38 5.09 -0.31
C -1.07 4.80 -1.61
C -1.12 3.46 -2.04
N -1.52 2.47 -1.27
C -1.92 2.76 0.00
H -1.08 -5.31 -0.48
H -0.28 -3.21 -1.53
H -3.05 -5.22 1.04
H -4.83 -3.84 2.12
H -5.82 -1.62 2.52
H -4.76 0.41 1.64
H -2.92 1.11 2.80
H -2.67 3.34 3.74
H -2.03 5.25 2.33
H -1.28 6.10 0.08
H -0.74 5.57 -2.29
H -0.80 3.20 -3.04
Cl 3.72 -0.17 5.94
C 2.56 -0.23 4.64
C 1.21 -0.32 4.94
C 0.30 -0.36 3.91
C 0.68 -0.28 2.55
O -0.20 -0.27 1.61
C 2.08 -0.17 2.29
C 2.60 0.07 0.86
N 1.93 -0.64 -0.21
C 2.64 -1.20 -1.19
C 4.02 -1.53 -1.16
C 4.66 -2.13 -2.23
C 4.00 -2.42 -3.41
C 2.65 -2.09 -3.53
C 1.93 -2.30 -4.72
C 0.62 -1.89 -4.81
C 0.02 -1.31 -3.70
N 0.64 -1.14 -2.54
C 1.94 -1.50 -2.43
C 2.99 -0.15 3.34
H 0.88 -0.35 5.97
H -0.76 -0.40 4.12
H 3.69 -0.08 0.86
H 4.61 -1.32 -0.28
H 5.70 -2.38 -2.13
H 4.52 -2.86 -4.24
H 2.43 -2.75 -5.57
H 0.06 -2.01 -5.73
H -1.02 -0.98 -3.73
H 4.05 -0.05 3.12
F 1.55 2.60 -3.91
B 2.05 2.36 -2.66
F 1.02 1.54 -1.95
F 3.19 1.62 -2.68
F 2.20 3.52 -1.95
F 0.91 1.98 0.67
B 2.18 1.59 1.00
F 2.84 2.52 1.66
*
```

Properties
Kohn-Sham gap (spin up / spin down)   3.13 / 5.39 eV
Energy relative to the best compared isomer or geometry (same formula, charge and spin)   0.0 kJ/mol
LUMO energy (spin up / spin down)   4.26 / 4.26 eV
E_HOMO (spin up / spin down)   1.1 / -1.1 eV

Atomic partial charges in e from the Löwdin method, atoms 1 to 4: 2.032, -0.137, -0.217, -0.042

***

(11)
# C4H10N2OS

2 unconnected molecules or ions with the total composition C4H10N2OS in a non-equilibrium geometry (ωB97M-V with the def2-TZVPD basis set, the OMol25 dataset).

The geometry in ORCA input format:
```
! RIJCOSX wB97M-V def2-TZVPD def2/J DEFGRID3
* xyz 0 1
C 1.91 0.49 -0.08
C 3.03 1.44 -0.10
C 3.76 -0.96 0.29
C -4.75 -0.35 0.25
N 2.37 -0.76 0.44
N -3.53 -0.05 -0.40
O 1.55 -1.65 0.78
S 4.58 0.36 -0.40
H 1.10 0.77 0.55
H 1.48 0.25 -1.13
H 2.91 2.23 -0.78
H 3.33 1.74 0.83
H 4.30 -1.89 0.57
H -5.36 -0.97 -0.50
H -4.41 -1.10 1.04
H -5.31 0.38 0.66
H -3.41 -0.75 -1.12
H -3.56 0.81 -0.90
*
```

Properties
Kohn-Sham gap (spin up / spin down)   8.11 / 8.12 eV
Energy relative to the best compared isomer or geometry (same formula, charge and spin)   464.6 kJ/mol
LUMO energy (spin up / spin down)   0.65 / 0.65 eV
E_HOMO (spin up / spin down)   -7.5 / -7.5 eV

Atomic partial charges in e from the natural (NBO) method, atoms 1 to 4: -0.276, -0.456, -0.275, -0.394

***

(12)
# C3H12NOS

2 unconnected molecules or ions with the total composition C3H12NOS in a non-equilibrium geometry (ωB97M-V with the def2-TZVPD basis set, the OMol25 dataset).

The geometry in ORCA input format:
```
! RIJCOSX wB97M-V def2-TZVPD def2/J DEFGRID3
* xyz 2 2
C -0.46 0.01 -0.24
C 1.00 0.36 0.42
C 2.12 0.54 -0.57
S 3.83 -0.06 -0.02
N -1.67 1.01 0.29
H -0.74 -0.96 0.01
H -0.46 0.14 -1.38
H 1.15 1.24 1.15
H 1.45 -0.62 0.85
H 1.98 -0.11 -1.46
H 2.36 1.68 -0.90
H 3.71 0.86 0.90
H -1.34 1.60 1.05
H -2.38 0.36 0.66
H -1.87 1.51 -0.48
H -3.57 -2.54 -0.45
H -2.39 -2.81 0.42
O -2.71 -2.23 -0.27
*
```

Properties
Kohn-Sham gap (spin up / spin down)   10.38 / 5.74 eV
Energy relative to the best compared isomer or geometry (same formula, charge and spin)   150.1 kJ/mol
LUMO energy (spin up / spin down)   -7.84 / -12.47 eV
E_HOMO (spin up / spin down)   -18.2 / -18.2 eV

Atomic partial charges in e from the natural (NBO) method, atoms 1 to 4: -0.177, -0.485, -0.531, 0.777